{
  "formula": "C34H66BeF2LiN4O16S",
  "method": "ωB97M-V/def2-TZVPD",
  "symbols": ["S", "F", "F", "O", "O", "O", "O", "O", "O", "O", "O", "O", "O", "O", "O", "O", "O", "O", "O", "N", "N", "N", "N", "C", "C", "C", "C", "C", "C", "C", "C", "C", "C", "C", "C", "C", "C", "C", "C", "C", "C", "C", "C", "C", "C", "C", "C", "C", "C", "C", "C", "C", "C", "C", "C", "C", "C", "Be", "Li", "H", "H", "H", "H", "H", "H", "H", "H", "H", "H", "H", "H", "H", "H", "H", "H", "H", "H", "H", "H", "H", "H", "H", "H", "H", "H", "H", "H", "H", "H", "H", "H", "H", "H", "H", "H", "H", "H", "H", "H", "H", "H", "H", "H", "H", "H", "H", "H", "H", "H", "H", "H", "H", "H", "H", "H", "H", "H", "H", "H", "H", "H", "H", "H", "H", "H"],
  "coordinates": [[-0.152643, 1.012596, -3.787459], [2.334484, 2.521572, -5.296673], [-7.237710, -5.748585, 0.889656], [-6.032620, -3.902859, 1.392428], [-1.369107, 0.255524, -3.810971], [-0.594784, 2.318291, -2.900524], [-4.509227, -3.980824, -0.234944], [3.484968, -1.071469, -3.679821], [0.450162, 1.191830, -5.041457], [-10.074536, -7.636046, 0.117467], [0.963334, 0.467323, -2.760441], [5.970695, 0.849971, 0.717768], [0.864038, -2.686895, 0.718646], [6.936690, -1.181307, 0.489185], [2.602505, 8.044016, 2.293639], [-4.303682, -2.456504, 1.406993], [-4.442804, 0.447309, -2.830394], [3.578693, -5.744349, -2.036757], [1.329271, 3.237535, -3.329393], [1.746487, 10.568235, 2.112155], [2.676236, 2.057377, 5.270583], [-0.194767, -1.338608, -0.769695], [3.399700, -0.699831, -1.448337], [1.701005, 9.759995, 0.836285], [-5.073282, 1.649807, -3.241859], [2.484577, 1.624857, -1.105137], [-6.603034, -4.685639, 0.353039], [-12.219471, -7.978216, 1.083700], [-0.896259, -0.070597, -0.617590], [-0.666049, -2.149050, -1.910125], [1.071418, 1.332108, -1.663311], [8.295254, 0.640868, 1.156541], [6.935021, 0.041357, 0.749017], [3.875380, -1.195261, -0.163778], [3.189112, -0.566118, 1.042168], [0.272096, 9.286666, 0.615605], [4.844451, -2.540017, -2.443438], [3.993570, 3.754731, 4.729354], [-4.888246, -3.359150, 0.903088], [3.368485, 2.633446, 4.244352], [3.663723, 3.853953, 6.108116], [2.854102, 2.790896, 6.409788], [3.652798, 0.732827, -1.545684], [3.882435, -1.391887, -2.587573], [1.531422, -5.469513, -0.944117], [-10.246253, -6.965419, 2.390945], [-2.175852, -2.433882, -1.978196], [0.059737, 1.135587, -0.485214], [-5.384277, -5.098731, -0.439820], [-1.356547, -2.250767, 1.343850], [2.254251, -7.674728, -1.953628], [2.726480, 8.639665, 1.016408], [-10.775533, -7.537260, 1.096668], [1.789794, 6.873770, 2.387636], [-0.158221, -2.106373, 0.436370], [0.626121, 2.697650, -2.267218], [2.334588, -6.118303, -2.136157], [-6.034632, 4.284053, -2.971632], [2.345707, 3.625522, 0.354570], [-1.199811, -3.164785, 1.910805], [-12.469530, -8.366697, 0.099517], [-3.543455, 0.465121, -3.173514], [2.791183, -8.169197, -2.759205], [1.998740, 10.421604, 0.023595], [2.624807, 11.083726, 2.204801], [4.621485, 4.423356, 4.162746], [3.144695, -1.289866, 1.853389], [2.203263, 2.856070, -3.531235], [4.955195, -1.024704, -0.048307], [-5.103274, 1.718911, -4.334166], [-0.143096, -3.101285, -1.822630], [-4.535738, 2.514454, -2.836326], [-1.375405, -1.446313, 2.079540], [2.675010, -7.991183, -1.001332], [-12.378195, -8.762376, 1.825374], [-1.522200, 0.133807, -1.482773], [0.779018, 7.135019, 2.703698], [-10.815384, -6.076222, 2.666684], [4.285676, -3.458918, -2.615195], [8.566022, 1.428337, 0.454017], [8.216259, 1.070789, 2.154613], [2.518083, 1.644100, -0.005755], [1.944719, -5.752853, 0.021313], [0.240084, 8.527084, -0.162330], [0.553071, 1.021123, 0.481739], [3.988445, 4.613079, 6.799069], [1.743481, 6.332818, 1.435003], [2.392891, 2.494674, 7.335812], [9.074109, -0.116742, 1.157631], [3.729149, 9.074082, 0.983231], [1.551955, -4.385877, -1.028054], [-2.326764, -2.322634, 0.854515], [3.999819, 1.048512, -2.525923], [0.495145, -5.811479, -0.996024], [1.206642, -7.978001, -1.990096], [-12.871428, -7.132514, 1.307530], [-0.577019, 2.020467, -0.430515], [-0.170319, 8.871453, 1.522626], [3.710770, -2.269254, -0.111410], [3.363148, 2.191083, 3.260448], [4.469080, 0.945385, -0.840371], [5.558540, -2.467247, -3.259706], [2.756232, 2.640314, -1.460455], [1.797404, -5.871897, -3.066412], [-1.561751, -0.030701, 0.248052], [-10.321396, -7.706994, 3.187569], [-9.202416, -6.691355, 2.261009], [-6.092103, 1.648679, -2.855529], [-2.580323, -1.957004, -2.868321], [-2.726464, -1.990353, -1.151033], [-0.318834, -1.719418, -2.840563], [-5.589478, -5.245444, -1.496170], [2.124480, 1.221759, 5.200389], [0.970023, 11.225321, 2.195129], [-2.407379, -3.494140, -1.967503], [0.570791, 3.527637, -1.545705], [1.719488, 9.905425, 2.898469], [2.223406, 6.224641, 3.147800], [2.151301, -0.334478, 0.805963], [-7.321559, -4.081381, -0.202451], [-0.363358, 10.112926, 0.294692], [5.414239, -2.561378, -1.521132], [3.741274, 0.292037, 1.426845], [2.664614, 7.910187, 0.207872], [-4.925481, -6.000672, -0.033724]],
  "atomic_forces_ev_per_a": [[-1.45, -0.32, -1.73], [1.42, 0.35, 0.18], [0.01, 0.05, 0.10], [-0.05, 0.21, -0.31], [-0.03, -0.37, 0.97], [0.02, -0.31, 0.32], [-0.13, -0.08, 0.06], [0.11, 0.25, -0.01], [-0.18, 0.18, 0.41], [0.02, 0.02, -0.03], [-0.28, -0.19, 0.32], [-0.01, 0.03, -0.08], [0.06, -0.27, -0.14], [-0.37, 0.31, -0.08], [-0.11, -0.16, -0.22], [-0.25, -0.07, 0.02], [-0.13, 0.05, 0.08], [-0.03, 0.19, -0.15], [0.35, 0.66, 2.14], [0.23, 0.03, 0.16], [-0.02, 0.12, 0.03], [-0.77, 0.37, 0.48], [1.35, 0.21, 0.51], [-0.37, -0.32, -0.27], [0.44, -0.59, -0.01], [0.48, -0.18, -0.62], [0.06, -0.28, 0.16], [0.08, -0.05, -0.23], [0.00, 0.72, -0.47], [0.24, -0.87, 0.20], [-0.09, 2.57, 1.84], [0.22, -0.11, 0.07], [0.13, 0.03, 0.02], [-0.65, -0.56, 0.48], [-0.24, -0.10, 0.14], [-0.12, 0.22, 0.12], [0.22, 0.03, 0.07], [-0.13, 0.10, -0.06], [-0.02, 0.03, 0.18], [-0.16, 0.01, -0.27], [-0.05, 0.04, -0.01], [-0.04, -0.01, -0.02], [0.12, 0.55, 0.33], [-0.59, -0.24, -0.74], [-0.39, 0.14, 0.83], [0.21, 0.01, -0.16], [-0.03, 0.67, -0.05], [-0.26, -1.19, -0.11], [0.05, -0.06, -0.29], [0.11, -0.07, 0.11], [-0.14, -0.62, 0.49], [0.36, 0.27, 0.34], [-0.01, 0.00, 0.02], [0.00, 0.04, 0.31], [0.49, -0.28, -0.07], [0.67, 0.30, -2.23], [-0.22, -0.16, -0.47], [-0.20, 0.44, -0.01], [0.14, -0.63, -0.29], [0.07, -0.05, 0.04], [0.01, 0.00, -0.01], [0.19, -0.13, -0.09], [0.09, 0.21, -0.08], [0.11, 0.00, 0.03], [-0.04, 0.08, -0.05], [0.10, -0.06, 0.03], [0.10, -0.10, 0.01], [0.00, -0.44, -1.58], [0.40, -0.06, -0.02], [-0.08, 0.20, 0.02], [0.15, -0.01, -0.01], [-0.04, 0.04, -0.05], [-0.15, 0.14, -0.05], [0.07, 0.14, 0.01], [-0.07, 0.10, 0.10], [-0.12, -0.27, -0.06], [-0.08, -0.11, -0.13], [-0.08, -0.09, 0.12], [-0.01, -0.22, 0.26], [-0.10, 0.04, 0.01], [-0.08, 0.06, -0.03], [-0.45, -0.39, 0.10], [0.15, -0.05, -0.09], [0.04, 0.01, -0.03], [0.34, 0.09, -0.07], [0.03, -0.02, 0.02], [0.01, 0.17, -0.05], [0.03, 0.00, 0.02], [-0.05, -0.04, -0.02], [0.03, -0.06, -0.01], [0.20, 0.00, -0.14], [0.35, 0.34, -0.04], [-0.33, -0.37, -0.31], [0.08, -0.14, -0.23], [-0.05, 0.21, -0.04], [-0.02, -0.05, 0.15], [-0.06, 0.03, 0.10], [0.07, -0.10, 0.00], [-0.06, -0.07, -0.20], [0.18, -0.12, 0.05], [0.15, 0.09, -0.10], [-0.08, 0.11, -0.16], [0.21, -0.05, -0.12], [0.34, 0.27, -0.10], [-0.04, -0.19, 0.03], [-0.14, 0.07, 0.06], [0.01, 0.00, -0.01], [0.01, -0.03, 0.03], [-0.15, -0.25, -0.15], [0.04, 0.02, 0.11], [0.06, 0.24, 0.04], [0.11, 0.20, -0.05], [0.06, -0.06, 0.02], [0.00, 0.01, -0.06], [0.04, -0.09, -0.14], [-1.08, -0.37, 0.53], [-0.02, -0.06, -0.04], [0.07, 0.05, 0.00], [-0.05, 0.05, 0.03], [-0.08, -0.05, 0.04], [-0.01, -0.01, -0.03], [-0.14, -0.14, 0.14], [-0.01, 0.17, -0.20], [-0.17, 0.05, -0.06], [-0.11, -0.01, 0.13]],
  "largest_force_ev_per_a": 3.2,
  "mol_weight_g_mol": 872.93,
  "total_charge": 1,
  "homo_ha": -0.313,
  "de_lowest_kcal_mol": 0.0
}